[1]
33
Properties=species:S:1:pos:R:3:forces:R:3 method="wB97M-V/def2-TZVPD" orbital_gap_ev=7.35 homo_ev=-4.95 lumo_energy_ev=2.402 charge=-1
Cl -3.86024 3.22660 2.50378 -0.1 -0.2 -0.1
B -2.29830 2.27643 2.80170 0.2 -0.3 -0.2
Cl -1.20260 3.33834 3.87881 0.1 -0.3 0.0
Cl -2.57298 0.55650 3.42798 -0.1 0.3 0.3
O -1.66662 2.09362 1.44676 1.0 0.0 -0.3
C -0.41130 1.83649 1.23331 -1.3 -0.4 1.4
C 0.06713 2.21059 -0.08589 0.2 1.1 -1.1
C 1.41175 2.02146 -0.40841 -0.1 -0.2 0.0
C 1.90308 2.42260 -1.64971 0.2 0.1 -0.1
C 1.08641 3.12673 -2.54611 -0.2 -0.4 0.5
C -0.23623 3.41590 -2.18303 -0.1 -0.1 0.1
C -0.76027 2.95724 -0.96969 0.4 -0.1 0.2
H 0.24684 1.59052 2.07265 -0.2 1.8 -0.2
H 2.04713 1.56475 0.35926 -0.2 0.0 -0.5
H 2.94013 2.18324 -1.91460 -0.4 0.2 0.1
H 1.46493 3.44386 -3.51612 0.0 0.0 0.2
H -0.86978 4.01002 -2.85432 0.3 -0.3 0.3
H -1.77566 3.24045 -0.66045 0.5 -0.4 -0.2
F -0.86923 -5.30705 -1.59870 0.7 0.1 0.1
C 0.34131 -5.00693 -1.03305 -0.2 0.4 0.3
F 0.64284 -6.06019 -0.22444 0.0 0.5 -0.2
F 1.26573 -5.04537 -2.04504 -0.5 -0.2 0.3
C 0.31314 -3.66313 -0.33268 -0.1 -1.2 -0.6
C 1.16633 -3.39492 0.74481 -0.4 0.2 -0.3
C 1.16492 -2.13473 1.31523 -0.4 0.3 0.0
C 0.23815 -1.11507 0.89179 -0.2 -2.3 -1.8
O 0.17362 -0.00938 1.49796 0.0 0.4 0.5
C -0.58782 -1.44738 -0.25583 0.6 0.5 0.9
C -0.54776 -2.68853 -0.84949 0.5 0.4 0.7
H 1.79757 -4.19161 1.14261 -0.1 0.3 -0.2
H 1.83606 -1.90669 2.13912 -0.2 0.0 0.0
H -1.25069 -0.67804 -0.63477 0.0 0.0 0.1
H -1.19760 -2.86632 -1.69342 0.1 -0.3 -0.1



[2]
54
Properties=species:S:1:pos:R:3:forces:R:3 method="wB97M-V/def2-TZVPD" orbital_gap_ev=8.25 homo_ev=-11.33 lumo_energy_ev=-3.078 charge=+1 relative_energy_kcal_mol=0.0
C -1.95878 0.81202 -2.44936 -0.5 -0.2 0.0
C -1.33036 -0.58979 -2.04677 -0.3 0.3 0.0
C 0.21470 -0.53260 -1.70393 -1.8 0.1 0.9
N 0.95210 0.27681 -2.73734 2.7 -2.2 0.3
C 1.99945 -0.47109 -3.36420 -1.4 1.0 1.0
N 1.93735 -1.81212 -3.70667 2.4 1.8 -0.4
C 3.22495 -2.18540 -4.27801 1.2 4.2 0.8
C 4.00961 -0.95903 -4.22720 -0.6 -1.5 -0.5
P 5.78969 -0.75391 -4.76839 0.7 -1.2 -0.3
C 6.73685 -0.44754 -3.14012 -1.4 0.8 0.2
C 6.02620 0.71560 -5.91252 -0.1 1.3 -0.2
N 3.22272 0.12808 -3.64724 -1.8 -3.7 -1.3
S 3.77461 1.73467 -3.36972 -0.2 0.2 0.5
H -2.29599 1.39155 -1.53770 0.6 -0.6 -1.0
H -2.89876 0.63218 -3.06021 1.1 0.2 0.7
H -1.28029 1.45513 -3.07383 -0.6 -0.7 0.7
H -1.52305 -1.33411 -2.87963 0.3 0.8 0.9
H -1.90126 -0.94464 -1.13480 0.8 0.1 -1.0
H 0.34751 -0.00864 -0.70315 -0.2 -0.6 -1.2
H 0.60963 -1.57727 -1.55999 -0.2 1.1 -0.3
H 1.45877 0.99435 -2.19782 -0.4 0.1 -0.7
H 1.14320 -2.44479 -3.56838 0.4 0.7 0.0
H 3.55135 -3.19570 -4.63909 -0.7 1.3 0.5
H 7.61286 0.24360 -3.27278 -0.7 -1.0 0.0
H 6.99792 -1.46241 -2.73815 0.0 1.2 -0.4
H 6.01603 0.07059 -2.43680 1.0 -0.6 -0.4
H 6.04884 0.43615 -7.01145 -0.1 -0.1 1.5
H 5.26477 1.53777 -5.81150 0.8 -0.8 0.0
H 7.03482 1.18347 -5.67845 -1.2 -0.7 -0.1
H 3.17324 2.56385 -4.30510 0.0 -1.2 0.2
C -0.81207 2.50293 2.31829 -0.1 -0.1 0.0
C -0.15426 1.28837 2.13827 -0.2 -0.1 0.0
C -0.68925 0.12219 2.66705 0.2 0.1 -0.2
C -1.87898 0.16673 3.38901 0.1 0.3 -0.1
C -2.52499 1.38616 3.59025 0.3 0.0 -0.2
C -1.99432 2.55265 3.04321 0.2 0.1 -0.1
C -3.76801 1.45587 4.39982 -0.5 0.6 0.2
O -4.33261 2.51830 4.57161 0.1 -0.1 -0.1
C -4.30164 0.20995 5.00037 -0.1 -0.2 0.1
C -5.43391 0.26664 5.80937 -0.2 -0.1 0.1
C -5.94895 -0.89647 6.36554 0.1 0.0 -0.1
C -5.34063 -2.12252 6.10852 0.1 0.1 -0.1
C -4.20889 -2.18360 5.30749 -0.1 -0.1 0.1
C -3.68054 -1.01717 4.75912 -0.2 0.0 0.1
C -2.45146 -1.08920 3.93451 0.2 -0.7 0.0
O -1.91498 -2.15869 3.71109 0.0 0.2 0.0
H -0.39809 3.41234 1.89687 0.0 0.0 0.1
H 0.77695 1.25227 1.58229 0.0 0.0 0.1
H -0.17606 -0.82180 2.51985 -0.2 0.0 0.1
H -2.50012 3.50081 3.18569 -0.1 -0.2 0.1
H -5.91391 1.21759 6.01067 0.1 0.0 -0.1
H -6.82737 -0.84923 6.99916 0.1 0.0 -0.1
H -5.74811 -3.03089 6.53770 0.0 0.1 0.0
H -3.73646 -3.13998 5.11455 0.1 0.2 -0.1



[3]
58
Properties=species:S:1:pos:R:3:forces:R:3 method="wB97M-V/def2-TZVPD" orbital_gap_ev=6.68 homo_ev=-16.82 lumo_energy_ev=-10.136 charge=+3 relative_energy_kcal_mol=6.4
W -0.54098 0.19674 -0.02546 0.9 1.7 1.3
N 0.09840 0.92209 1.95100 0.1 0.2 0.1
C 1.57404 0.88364 2.13034 0.0 0.1 0.2
C 1.99003 -0.54946 1.91928 0.1 -0.1 0.0
N 1.36368 -1.05093 0.66650 -0.1 -0.3 0.0
C 2.29758 -1.15670 -0.48643 0.0 -0.1 0.1
C 2.50385 0.22538 -1.03740 0.1 0.0 -0.1
N 1.15055 0.75530 -1.38632 0.1 0.0 -0.1
H -0.23267 1.87747 2.05140 -0.1 0.0 0.1
H -0.33396 0.38775 2.70623 -0.1 0.0 0.0
H 1.86369 1.23325 3.12125 -0.1 0.0 0.0
H 2.01140 1.56263 1.40165 0.0 0.0 0.0
H 1.63525 -1.16775 2.74524 0.0 0.0 0.0
H 3.07627 -0.64003 1.89562 0.0 0.0 -0.1
H 1.01420 -1.99104 0.84103 0.0 0.0 0.0
H 1.82526 -1.79593 -1.23204 0.0 0.0 0.0
H 3.24106 -1.62274 -0.20122 0.0 0.0 0.1
H 3.15963 0.20734 -1.90704 -0.1 0.0 -0.1
H 2.95692 0.89361 -0.30914 0.0 0.0 0.0
H 0.88946 0.34297 -2.28188 0.0 0.1 -0.1
H 1.19962 1.75886 -1.54782 0.0 0.0 0.0
O -4.75026 -0.67589 -1.71357 0.1 0.0 0.0
C -4.01711 -1.04359 -2.76646 -0.1 0.0 0.0
C -4.59047 -1.21479 -4.02485 0.0 0.0 0.0
C -3.81437 -1.59228 -5.09642 0.0 0.0 0.0
C -2.43013 -1.81296 -4.96178 -0.1 0.0 0.0
C -1.85256 -1.65242 -3.73950 0.0 0.0 0.1
C -2.62323 -1.26417 -2.60276 0.0 -0.1 -0.1
C -1.95885 -1.16636 -1.36384 0.0 -0.6 0.2
O -0.64092 -1.33537 -1.27031 -0.5 -0.2 -0.6
N -2.54383 -0.68079 -0.21023 0.3 0.5 -0.1
N -1.86116 -0.94279 1.00143 -0.3 -0.5 -0.2
C -2.61120 -1.26707 2.04367 0.1 0.0 -0.3
S -4.26718 -1.57955 1.89510 -0.2 0.0 -0.1
C -4.45153 -2.21210 3.59026 0.0 0.0 0.1
C -3.45324 -1.50176 4.48683 -0.1 0.0 0.0
S -1.87356 -1.44626 3.57762 0.1 -0.1 0.2
H -5.67686 -0.57686 -1.97258 0.0 0.0 0.0
H -5.65605 -1.05992 -4.14919 0.0 0.0 0.0
H -4.28460 -1.72657 -6.06278 0.0 0.0 0.0
H -1.84172 -2.11603 -5.81576 0.0 0.0 0.0
H -0.79657 -1.84530 -3.61329 0.0 0.0 0.0
H -4.29849 -3.28977 3.56255 0.0 0.0 0.0
H -5.47418 -2.00597 3.90400 0.0 0.0 0.0
H -3.27866 -2.04927 5.41171 0.0 0.0 0.0
H -3.74998 -0.48094 4.71806 0.0 0.0 0.0
N -1.10992 1.82118 -0.34559 -0.7 -0.9 -0.8
C -1.70222 2.91451 -0.96256 0.4 0.1 0.5
C -1.84796 4.09669 -0.23080 0.0 0.1 -0.1
C -2.45942 5.18321 -0.82635 0.0 0.0 0.0
C -2.90360 5.09387 -2.14163 0.0 0.0 -0.1
C -2.73478 3.92014 -2.87469 0.0 0.1 0.1
C -2.13679 2.82326 -2.28846 0.0 -0.1 -0.1
H -1.49159 4.15486 0.78957 0.0 0.0 0.0
H -2.58374 6.10260 -0.27082 0.0 0.0 0.0
H -3.38127 5.94800 -2.60302 0.0 0.0 0.0
H -3.06939 3.86995 -3.90180 0.0 0.0 0.0
H -1.99515 1.90329 -2.84352 0.0 0.0 0.0



[4]
22
Properties=species:S:1:pos:R:3:forces:R:3 method="wB97M-V/def2-TZVPD" orbital_gap_ev=7.64 homo_ev=-3.99 lumo_energy_ev=3.651 charge=-1 relative_energy_kcal_mol=34.5
C 0.41714 1.99242 -1.16699 -1.6 0.0 -2.1
C -2.16852 -0.57934 -0.86492 -1.0 1.0 1.6
C 0.96164 1.47940 -0.09786 0.9 1.1 2.5
C -1.18743 -1.13918 -0.21603 3.4 -2.9 -2.3
C 1.61105 0.15542 0.06278 -0.8 -1.9 -2.7
C -0.61416 -0.83059 1.02180 -1.2 2.6 2.7
C 0.93100 -0.76560 1.06917 -1.0 -0.3 1.0
O -0.95367 -3.53856 1.27764 0.1 0.0 -0.1
O -0.03292 -2.24042 3.20020 -1.7 -0.7 -0.6
O 1.30678 -0.41999 2.34710 0.3 0.6 1.6
S -1.16990 -2.35081 2.13251 1.4 0.6 1.1
H -0.14376 2.94570 -1.28077 0.8 -0.5 0.6
H 0.29598 1.33941 -2.05850 0.2 0.4 0.6
H -2.65351 -1.13948 -1.58460 -0.9 -0.5 -2.0
H -2.67359 0.24403 -0.34602 -0.1 -0.2 -0.5
H 1.09352 2.08765 0.85550 -0.6 -0.6 -1.2
H -0.48797 -2.00176 -0.63513 -2.2 1.3 0.1
H 2.63787 0.33041 0.23684 1.2 0.0 1.1
H 1.71180 -0.41883 -0.92096 -0.7 0.8 0.8
H -1.22044 0.08717 1.48578 1.7 -1.6 -0.5
H 1.13064 -1.83786 1.00792 0.9 -0.2 -1.2
H 0.78576 -1.13741 2.92844 0.8 0.9 -0.7



[5]
46
Properties=species:S:1:pos:R:3:forces:R:3 method="wB97M-V/def2-TZVPD" orbital_gap_ev="5.41 / 5.05" homo_ev="-7.93 / -7.84" lumo_energy_ev="-2.519 / -2.786" charge=0 relative_energy_kcal_mol=9.3
Ir 0.24743 -0.39292 0.48895 -1.5 2.8 -1.1
C 0.41514 2.12295 2.34456 -0.3 0.0 0.6
N 0.93497 1.77004 1.02526 -0.7 -2.5 -0.1
C 2.39644 1.76620 1.05052 0.8 -0.3 0.0
C 0.42051 2.66765 -0.01543 -0.7 0.0 -1.1
C 0.39826 2.04596 -1.42125 0.9 0.3 0.0
N -0.10204 0.69544 -1.42802 -0.5 -0.3 3.7
C -0.23327 0.02430 -2.57410 0.1 -1.6 -1.5
C -0.59012 -1.35633 -2.51969 0.3 0.9 -0.8
F -0.81725 -1.89421 -1.29379 0.0 -0.3 0.7
C -0.69438 -2.15633 -3.63755 0.0 0.4 -0.2
F -1.07216 -3.43134 -3.51100 0.1 -0.1 0.2
C -0.44282 -1.64824 -4.90441 0.0 0.3 0.2
C -0.12739 -0.30201 -5.00797 -0.3 -0.5 0.4
F 0.06292 0.22100 -6.22261 0.1 0.1 0.0
C -0.03510 0.52127 -3.89872 -0.1 -0.4 0.6
F 0.22876 1.82138 -4.11134 0.1 0.2 0.0
H 0.72255 3.13613 2.62662 0.0 0.0 -0.2
H 0.80298 1.42639 3.08536 0.1 0.0 0.0
H -0.67272 2.06615 2.36002 0.1 0.0 -0.1
H 2.76542 2.72341 1.43381 -0.1 0.0 0.0
H 2.79125 1.60986 0.05115 0.0 0.0 -0.1
H 2.75641 0.95731 1.68830 -0.1 0.1 0.0
H 1.04169 3.57293 -0.06161 -0.1 -0.1 0.2
H -0.59655 2.95989 0.25861 0.1 -0.1 0.1
H 1.40813 2.03216 -1.84981 -0.1 0.3 0.2
H -0.21164 2.70126 -2.05388 0.1 -0.1 0.1
H -0.49002 -2.27155 -5.78256 -0.1 -0.1 0.0
O -0.68393 -2.23766 4.21445 0.3 -0.2 -0.2
C -0.65181 -1.73708 3.11149 -1.9 0.6 0.5
O 0.30291 -1.64648 2.29422 2.0 0.7 -1.8
C -1.96020 -1.06296 2.60868 0.8 -0.6 0.7
C -3.15318 -1.24596 3.29391 0.0 0.3 -0.3
C -4.28563 -0.60683 2.81991 0.2 -0.1 0.0
C -4.17643 0.17506 1.67811 0.2 0.0 0.0
C -2.94166 0.31021 1.06683 -0.4 0.5 -0.4
N -1.85235 -0.29328 1.53163 1.8 -0.2 -1.1
H -3.15369 -1.87760 4.16941 0.1 0.0 0.0
H -5.23459 -0.71459 3.32512 -0.1 0.0 0.0
H -5.03728 0.67588 1.26816 0.0 0.1 -0.1
H -2.81171 0.92509 0.18908 0.0 0.0 -0.1
F 4.48593 -0.67859 -0.98201 0.6 -0.2 0.5
B 3.29800 -0.58047 -1.62579 0.2 0.3 -0.8
F 3.09654 -1.49755 -2.60997 -0.1 -0.5 -0.2
F 3.09693 0.70469 -2.10058 -0.1 0.7 -0.2
F 2.24092 -0.78648 -0.62142 -2.0 -0.3 1.9



[6]
63
Properties=species:S:1:pos:R:3:forces:R:3 method="wB97M-V/def2-TZVPD" orbital_gap_ev="7.99 / 6.88" homo_ev="-8.37 / -8.38" lumo_energy_ev="-0.384 / -1.498" charge=0 spin_multiplicity=5 relative_energy_kcal_mol=28.3
P 5.61143 -0.01130 -3.70017 0.5 0.2 -0.1
P 4.60166 -2.98874 -3.85815 0.1 -0.4 -0.2
C 6.79582 -1.29003 -4.37721 -0.2 0.2 0.1
C 6.05998 -2.51378 -4.92819 -0.2 0.0 0.1
H 7.46527 -1.57088 -3.54990 -0.1 0.0 -0.2
H 7.39632 -0.80832 -5.16224 0.1 -0.2 0.3
H 5.66323 -2.31648 -5.93574 0.1 0.0 0.2
H 6.73189 -3.38232 -4.98330 -0.2 0.2 -0.2
C 5.44058 -4.28713 -2.85617 -0.1 0.0 0.1
H 4.67222 -4.84106 -2.30305 0.3 0.0 0.0
H 6.12943 -3.81710 -2.14390 -0.1 -0.2 -0.1
H 5.99253 -4.97578 -3.51212 -0.1 0.1 0.3
C 3.77090 -4.09642 -5.05969 0.0 -0.1 0.0
H 4.47478 -4.83364 -5.46947 -0.2 0.1 0.0
H 3.35342 -3.48909 -5.87096 0.0 -0.2 0.1
H 2.95620 -4.61377 -4.54042 0.1 0.0 -0.2
C 6.83603 0.98163 -2.76591 0.1 0.1 0.0
H 6.34209 1.89781 -2.42302 0.2 -0.1 0.0
H 7.69816 1.24046 -3.39572 -0.1 0.0 0.2
H 7.16949 0.40424 -1.89604 0.0 0.2 -0.1
C 5.51434 1.05369 -5.19923 -0.1 0.1 0.0
H 4.92240 0.55033 -5.97289 0.1 0.2 0.1
H 6.52346 1.26797 -5.57982 -0.3 0.0 0.0
H 5.01904 1.99126 -4.91933 0.1 -0.1 -0.2
Cr 0.04717 0.21291 -0.02364 -3.8 2.0 2.8
C 0.24526 -1.45562 -1.48854 1.9 -2.1 0.9
C 1.05060 -1.75536 -0.36072 -0.8 -1.5 -2.4
C 2.55985 -1.61483 -0.31034 0.7 0.0 0.3
C 3.03059 -0.29251 0.32974 -0.3 -0.5 0.5
C 2.08584 0.83742 0.03628 1.0 1.3 -3.1
C 1.51266 1.08012 -1.26351 2.7 0.7 1.4
C 1.80157 0.28302 -2.51576 0.1 -0.1 -0.4
C 0.79192 -0.85908 -2.76045 -0.2 0.6 -0.3
C -0.32158 2.16091 0.62898 0.0 0.3 0.0
H -0.65161 -2.06671 -1.63267 -0.1 0.6 0.5
H 0.68858 -2.56951 0.28227 -0.4 0.8 0.1
H 3.03702 -1.73783 -1.29710 -0.4 0.0 0.2
H 2.94610 -2.43462 0.32353 -0.2 0.3 -0.4
H 3.06597 -0.41754 1.42525 0.0 0.0 -0.3
H 4.06281 -0.04598 0.01607 -0.4 0.0 0.0
H 2.24353 1.70864 0.67692 -0.7 -0.2 0.0
H 1.25003 2.12696 -1.47290 -0.4 -0.6 0.4
H 2.83396 -0.09967 -2.54043 -0.3 0.2 0.2
H 1.72397 0.99376 -3.35757 0.1 -0.3 0.3
H -0.04572 -0.45768 -3.35628 0.2 -0.2 0.2
H 1.27413 -1.63194 -3.38915 -0.2 0.1 0.4
H -1.34070 2.46286 0.30417 0.7 -0.3 0.2
H 0.38928 2.88730 0.26554 0.3 0.5 -0.1
H -0.27851 2.13681 1.73754 -0.1 0.1 -0.7
F -3.88185 1.96976 0.35655 -0.2 -1.1 0.4
C -4.10046 0.78687 1.00474 0.1 -0.2 0.1
F -5.28936 0.89190 1.64658 0.6 -0.1 -0.4
F -4.21925 -0.16032 0.04568 -0.1 0.4 0.4
C -2.86219 0.43276 1.96968 -1.7 0.0 1.5
O -1.78011 0.35750 1.28282 1.7 -1.4 -1.3
C -2.83591 1.61233 3.04981 0.5 0.4 -0.2
F -3.88666 1.65001 3.90248 0.7 0.2 -0.5
F -1.70064 1.50000 3.78957 -0.7 0.2 -0.2
F -2.77719 2.81631 2.41772 0.0 -0.6 0.8
C -3.09804 -0.91753 2.88466 -0.6 1.0 -0.8
F -4.17790 -0.82024 3.70528 0.7 -0.5 -0.5
F -3.28590 -1.97433 2.06577 0.2 0.2 0.5
F -2.01005 -1.15796 3.64883 -0.7 0.0 -0.5